The following is a quantum chemistry calculation of C43H49GeN5O3PRh as an isolated structure at a distorted geometry, from OMol25.

Each line ends with the Mulliken charge.
Positions of all 103 atoms, in Å:
Rh -0.147655 -0.083063 0.046938  0.5591
O -0.439552 -0.056138 1.977634  -0.7912
C 0.513169 -0.153616 2.833406  0.3451
C 0.200171 -0.658253 4.119464  -0.2866
C 1.148405 -0.733492 5.091909  -0.5896
C 2.481305 -0.318587 4.840371  -0.7367
C 2.819223 0.174973 3.620300  -0.8157
C 1.871865 0.276860 2.567111  0.9981
C 2.340278 0.779318 1.334017  -0.6658
N 1.646505 0.803948 0.235852  0.5990
N 2.253863 1.110719 -0.906502  -0.8413
C 1.430907 0.942080 -1.954761  0.4389
O 0.238974 0.509508 -1.831904  -0.8172
C 1.932613 1.238765 -3.302521  0.6334
C 3.247186 1.661996 -3.499148  -0.4476
C 3.709699 1.906405 -4.780898  -0.7610
C 2.864854 1.736648 -5.870659  -0.4127
C 1.553681 1.320132 -5.676473  -0.7873
C 1.088039 1.070497 -4.396972  -0.1870
H -0.818010 -0.975194 4.304720  0.5028
H 0.872867 -1.094109 6.075230  0.4621
H 3.227440 -0.389788 5.620050  0.4348
H 3.835181 0.502125 3.429028  0.4253
H 3.372426 1.118914 1.251550  0.3556
H 3.888565 1.802229 -2.639368  0.4680
H 4.731289 2.231018 -4.932839  0.4173
H 3.225373 1.938561 -6.871410  0.4214
H 0.894293 1.192761 -6.525679  0.4466
H 0.065176 0.758552 -4.229238  0.3937
O 0.955307 -1.959024 -0.088829  1.0874
P 1.579563 -3.164071 -0.728838  -2.5375
N 3.205279 -2.917256 -0.734362  0.5901
C 3.899130 -1.842551 -0.005476  0.7645
C 5.246712 -2.466913 0.335596  -0.8345
C 5.528499 -3.335384 -0.893682  -0.8077
C 4.154448 -3.926119 -1.226235  -0.1442
N 1.073975 -3.394854 -2.281672  0.5078
C 1.272464 -4.604604 -3.122121  -0.3490
C 1.620346 -4.067789 -4.509839  -0.9023
C 0.953855 -2.692098 -4.539536  -0.7369
C 1.181586 -2.178480 -3.126245  0.5035
N 1.196986 -4.518649 0.107620  0.9217
C 1.141647 -4.421155 1.581803  0.3416
C 0.515273 -5.746366 1.992314  -0.4422
C 1.082362 -6.725204 0.964305  -0.9849
C 1.087935 -5.923313 -0.338102  -0.2235
H 3.326697 -1.531669 0.865449  -0.5929
H 4.037287 -0.969656 -0.654636  0.0333
H 5.163354 -3.096454 1.225157  0.3264
H 6.015056 -1.713955 0.511665  0.4217
H 6.264314 -4.116206 -0.708666  0.4197
H 5.885269 -2.712316 -1.716325  0.3310
H 4.009775 -4.880165 -0.704224  0.2362
H 4.031251 -4.102236 -2.297882  0.0639
H 0.344334 -5.177097 -3.155777  0.3109
H 2.053922 -5.255610 -2.737461  0.1151
H 1.262462 -4.735570 -5.291910  0.4735
H 2.701880 -3.959122 -4.620250  0.2666
H -0.115149 -2.793215 -4.743003  0.2524
H 1.390974 -2.024428 -5.280833  0.4730
H 0.450126 -1.441115 -2.814733  -1.0212
H 2.182234 -1.729435 -3.045044  0.4300
H 0.552370 -3.557459 1.883108  -0.5913
H 2.148207 -4.319454 2.010163  0.1609
H -0.570219 -5.687170 1.901031  -0.0229
H 0.770450 -6.019603 3.015735  0.4532
H 0.496470 -7.637931 0.870273  0.4711
H 2.103647 -6.998642 1.238746  0.3060
H 0.160108 -6.071308 -0.895447  0.2573
H 1.917729 -6.220829 -0.976489  0.2517
C -2.109179 -1.933151 -2.418840  -1.3695
Ge -2.250083 -1.178622 -0.619929  2.1260
C -2.703870 -2.683615 0.554257  -0.0185
C -3.686625 -3.569454 0.109292  -0.6873
C -4.051922 -4.662368 0.885710  -0.7870
C -3.438600 -4.883487 2.112353  -0.4182
C -2.454969 -4.010552 2.559324  -0.6939
C -2.086691 -2.920104 1.780287  0.7617
C -3.643957 0.180768 -0.623520  0.7776
C -4.133873 0.552389 -1.856062  -0.6327
C -5.194594 1.474681 -1.967509  -1.0284
C -5.712493 2.054751 -0.845567  -0.8077
C -5.216691 1.728348 0.441475  0.6692
C -5.743267 2.334107 1.608441  -0.7934
C -5.260378 2.010694 2.842632  -0.6689
C -4.217865 1.066762 2.966324  -1.1430
C -3.681595 0.477340 1.857919  0.1990
C -4.165461 0.783309 0.562887  -0.0122
H -3.078729 -2.311277 -2.747604  0.7141
H -1.396581 -2.760353 -2.386493  0.2501
H -1.753638 -1.191318 -3.136398  0.2983
H -4.184170 -3.400927 -0.840610  0.3767
H -4.819150 -5.340779 0.531858  0.4435
H -3.729430 -5.733622 2.717507  0.4088
H -1.975502 -4.178907 3.517872  0.4359
H -1.316498 -2.246084 2.133204  -0.2254
H -3.723618 0.118126 -2.760015  0.3209
H -5.583676 1.726785 -2.945880  0.4200
H -6.508453 2.786941 -0.925766  0.4018
H -6.541813 3.060006 1.500915  0.3963
H -5.674184 2.475248 3.728246  0.3924
H -3.839144 0.815927 3.950438  0.4361
H -2.862323 -0.221993 1.962442  0.1163

Atomic forces in eV per Å
Rh 0.1 0.2 0.0
O 0.0 -0.6 0.6
C 0.1 0.2 -0.4
C 0.0 0.0 0.4
C -0.1 0.0 0.0
C 0.1 0.0 0.1
C 0.1 0.0 0.1
C 0.0 -0.1 -0.2
C 0.6 0.0 0.7
N -0.3 0.2 -0.9
N 0.3 0.0 0.1
C -0.2 0.1 0.1
O 0.0 -0.1 -0.5
C 0.2 0.1 0.0
C 0.0 0.0 0.1
C 0.0 0.0 0.0
C 0.0 0.0 0.0
C 0.0 0.0 0.0
C -0.1 0.0 0.0
H 0.0 0.1 -0.1
H 0.1 -0.1 0.0
H 0.0 0.0 0.0
H 0.0 0.0 0.0
H -0.1 0.0 0.1
H 0.0 0.0 0.0
H 0.0 0.0 0.0
H 0.0 0.0 0.0
H 0.0 0.0 0.0
H 0.0 0.0 0.0
O -0.3 0.5 0.1
P -0.2 -0.4 -0.3
N 0.1 0.3 0.1
C 0.1 -0.1 -0.1
C 0.0 0.0 -0.1
C 0.0 0.0 0.1
C 0.0 0.0 0.1
N 0.1 0.1 -0.1
C -0.1 0.1 0.0
C -0.1 0.1 0.0
C 0.1 -0.1 0.0
C 0.1 -0.1 -0.1
N -0.1 0.0 0.1
C 0.1 -0.1 0.0
C 0.1 -0.1 -0.1
C 0.0 0.1 0.1
C -0.1 0.1 0.0
H 0.0 -0.1 0.0
H 0.0 0.0 0.1
H 0.0 0.0 0.0
H 0.0 -0.1 0.0
H 0.0 0.0 0.0
H 0.0 0.0 0.0
H 0.0 0.0 0.0
H 0.0 0.0 0.0
H 0.0 0.0 0.0
H 0.0 0.0 0.0
H 0.1 0.0 0.0
H 0.0 0.0 0.0
H 0.0 0.0 0.0
H -0.1 0.0 0.0
H 0.0 0.0 0.0
H 0.0 0.0 0.0
H 0.0 0.0 0.0
H 0.0 0.0 0.0
H 0.0 0.0 0.0
H -0.1 0.0 0.0
H 0.0 0.0 0.0
H 0.0 0.0 0.0
H 0.0 0.0 0.0
H 0.0 0.0 0.0
C 0.2 0.1 0.0
Ge -0.7 -0.8 -0.3
C 0.2 0.1 0.0
C 0.0 0.0 0.1
C 0.0 0.0 0.0
C 0.0 0.0 0.0
C -0.1 0.0 0.0
C -0.1 -0.1 0.0
C 0.3 0.3 0.0
C -0.1 0.0 0.1
C 0.0 0.0 0.0
C 0.0 0.0 0.0
C 0.1 0.0 0.0
C -0.1 0.0 0.0
C 0.0 0.0 0.0
C 0.0 0.0 0.0
C 0.0 0.0 -0.1
C -0.1 0.1 0.0
H 0.0 0.0 0.0
H -0.1 0.0 0.0
H -0.1 0.0 0.0
H 0.0 0.0 0.0
H 0.0 0.0 0.0
H 0.0 0.0 0.0
H 0.0 0.0 0.0
H 0.0 0.0 0.0
H 0.0 0.0 0.0
H 0.0 0.0 0.0
H 0.0 0.0 0.0
H 0.0 0.0 0.0
H 0.0 0.0 0.0
H 0.0 0.0 0.0
H -0.1 0.0 0.0

Its spin multiplicity is 2. The net charge is +1. The HOMO-LUMO gap (spin up / spin down) comes out at 6.81 / 4.81 eV. As for the LUMO energy (spin up / spin down): -3.4 / -5.5 eV.



The following is a quantum chemistry calculation of C43H49NO2PS2Ta as an isolated structure at a distorted geometry, from OMol25.

Each line ends with the Mulliken charge.
Positions of all 99 atoms, in Å:
Ta -0.536311 -0.772512 1.199381  1.4724
C -0.920311 -1.439012 3.908181  1.3576
C 0.410889 -1.146812 3.535081  0.3762
C 0.471889 0.244688 3.129381  1.7746
C -0.862711 0.768888 3.247381  0.3300
C -1.699411 -0.249112 3.745281  -0.2803
C -3.103311 -0.075012 4.196881  -1.5084
C -1.266611 2.193488 3.053281  -1.7582
C 1.703189 1.062788 3.367581  -1.4567
C 1.615389 -1.976912 3.837181  -1.5582
C -1.415211 -2.710412 4.496481  -1.9176
H -3.092111 0.238188 5.242181  0.4125
H -3.663411 -1.004512 4.129681  0.3493
H -3.615511 0.698788 3.630281  0.3605
H -1.371111 2.687088 4.019581  0.4360
H -2.230211 2.257088 2.548781  0.4479
H -0.534111 2.737288 2.460381  0.0862
H 1.958789 0.996188 4.426081  0.3873
H 1.537389 2.110088 3.135181  0.6086
H 2.552889 0.697488 2.797781  0.1518
H 1.996089 -1.704912 4.823981  0.3917
H 2.410889 -1.800912 3.111881  0.1651
H 1.379789 -3.039712 3.858681  0.4799
H -1.565611 -2.573312 5.566681  0.4447
H -0.703611 -3.517312 4.353281  0.3839
H -2.372911 -3.001612 4.067981  0.3162
O -1.098211 -1.528012 -0.874919  0.2427
N -2.243611 -2.155612 -1.111619  -0.0310
C -2.489511 -2.579512 -2.366419  -0.5217
C -3.683111 -3.165912 -2.696319  -0.7662
C -4.666011 -3.327312 -1.716919  -0.6009
C -4.401711 -2.897212 -0.439919  -0.8167
C -3.167511 -2.312212 -0.132419  0.4277
S -2.821411 -1.766612 1.451681  -0.4125
H -1.688811 -2.408012 -3.067919  0.5315
H -3.852611 -3.486612 -3.708119  0.5138
H -5.610911 -3.787212 -1.951519  0.4501
H -5.127511 -2.988612 0.354481  0.5571
C 2.077189 0.646388 -4.839719  -0.8034
C 1.535589 -0.522612 -4.325019  -0.8629
C 1.308689 -0.644912 -2.968019  -0.5672
C 1.626389 0.406488 -2.110919  1.0875
C 2.149889 1.588188 -2.629319  -0.8952
C 2.370489 1.700388 -3.992119  -0.6463
P 1.525589 0.075188 -0.316719  1.4186
C 2.482189 1.478788 0.354781  0.7212
C 1.803289 2.694488 0.457381  0.0192
C 2.468289 3.835488 0.867281  -0.8354
C 3.813989 3.771888 1.198681  -0.9962
C 4.485589 2.560688 1.124081  -0.8168
C 3.828289 1.415788 0.697981  -0.8381
C 2.513789 -1.453212 -0.236019  -0.0800
C 3.722189 -1.510512 -0.900819  -0.2146
C 4.488889 -2.680212 -0.897919  -1.2671
C 4.013789 -3.802312 -0.276819  -0.8822
C 2.741689 -3.814212 0.330181  1.5025
C 2.208189 -5.002512 0.873781  -0.8696
C 0.933089 -5.020212 1.361581  -1.1175
C 0.177189 -3.834512 1.400481  -0.2651
C 0.680789 -2.627812 0.978781  0.6023
C 1.964989 -2.617312 0.374381  -0.5162
H 2.280989 0.732388 -5.896319  0.4424
H 1.316589 -1.347212 -4.984019  0.4991
H 0.917389 -1.560812 -2.547419  0.5243
H 2.422289 2.403288 -1.974719  0.5246
H 2.798789 2.610188 -4.385419  0.4993
H 0.756489 2.732188 0.186181  0.3275
H 1.949189 4.781088 0.908981  0.4645
H 4.338589 4.666588 1.500381  0.4166
H 5.533989 2.506988 1.377781  0.4558
H 4.369289 0.482588 0.630981  0.5302
H 4.088889 -0.645912 -1.439919  0.6641
H 5.445289 -2.694112 -1.395719  0.4715
H 4.589689 -4.713912 -0.268019  0.4867
H 2.815489 -5.894312 0.892281  0.4522
H 0.499689 -5.938612 1.730281  0.4738
H -0.823411 -3.889412 1.816281  0.5905
C -0.270811 4.754788 -1.860319  -0.8758
C -1.772311 4.520988 -1.975019  -0.5105
C -2.267911 3.494288 -0.964219  -1.0678
S -1.537911 1.832088 -1.301019  0.6701
O -1.544311 1.173888 0.072681  -1.3481
C -2.992011 1.053488 -2.116619  -0.1216
C -3.256311 1.584588 -3.513419  -0.7260
C -2.054711 1.361088 -4.424219  -0.9770
H 0.047189 5.509488 -2.573219  0.5324
H 0.279989 3.840588 -2.074219  0.0656
H -0.004211 5.101088 -0.865019  0.2002
H -2.000911 4.198988 -2.991119  0.1748
H -2.310311 5.457888 -1.809719  0.5134
H -3.352811 3.406588 -0.970119  0.5796
H -1.937311 3.759888 0.040581  0.4530
H -3.841611 1.178988 -1.446719  0.7357
H -2.729511 0.000288 -2.173919  -0.4403
H -3.513811 2.643488 -3.473819  0.2401
H -4.130111 1.067088 -3.918419  0.4729
H -1.183911 1.910088 -4.071519  0.2058
H -2.290211 1.691888 -5.430319  0.4497
H -1.789211 0.306888 -4.466419  0.2463

Atomic forces in eV per Å
Ta -2.5 -0.3 0.6
C 0.5 -0.1 -0.9
C 0.0 0.2 -0.3
C 0.0 -0.3 0.0
C 0.1 -0.1 -0.5
C 0.2 0.2 -0.8
C 0.0 -0.1 -0.2
C -0.1 -0.1 -0.1
C 0.2 -0.1 -0.1
C 0.0 0.0 -0.1
C 0.0 0.0 -0.1
H 0.0 0.0 0.1
H -0.1 0.0 0.0
H -0.1 0.0 0.0
H 0.1 0.1 0.1
H 0.0 0.0 0.0
H 0.0 0.0 0.0
H 0.0 0.0 0.1
H 0.1 0.0 -0.1
H 0.1 0.1 0.1
H 0.0 0.0 0.0
H 0.0 -0.1 0.0
H 0.1 0.0 -0.1
H 0.0 0.0 0.1
H 0.0 -0.1 0.0
H -0.1 -0.1 0.0
O 0.5 0.6 0.9
N -0.6 -0.1 0.5
C 0.1 -0.1 -0.4
C -0.1 0.0 0.2
C 0.3 0.1 0.0
C 0.2 0.0 0.0
C 0.0 -0.1 -0.5
S 1.0 0.6 0.2
H 0.1 0.0 0.0
H 0.0 -0.1 -0.2
H -0.1 0.0 -0.1
H 0.0 0.0 0.0
C 0.0 0.0 0.0
C 0.0 -0.1 -0.1
C -0.1 0.1 0.1
C -0.4 0.0 0.1
C -0.1 -0.1 0.2
C 0.0 0.1 -0.1
P 0.8 -0.4 0.1
C -0.3 -0.1 0.1
C 0.1 -0.3 -0.1
C 0.0 0.1 -0.1
C 0.0 -0.1 0.0
C 0.0 0.0 0.0
C -0.1 -0.1 -0.1
C 0.3 0.2 -0.1
C -0.2 0.2 0.2
C 0.1 -0.2 0.1
C 0.0 0.2 -0.1
C -0.2 0.3 0.1
C -0.2 0.0 0.1
C 0.2 -0.1 -0.1
C -0.3 0.1 0.2
C -0.4 0.9 0.2
C 0.5 0.1 -0.1
H 0.0 0.0 -0.1
H 0.0 -0.1 -0.1
H 0.0 -0.1 -0.1
H 0.0 0.0 0.0
H 0.0 0.1 0.0
H -0.1 0.1 0.0
H -0.1 0.1 0.0
H 0.0 0.0 0.1
H 0.1 0.0 0.0
H 0.0 0.0 0.0
H 0.0 0.0 0.0
H 0.1 0.0 -0.1
H 0.1 -0.1 0.0
H 0.1 -0.1 -0.1
H 0.0 -0.1 0.0
H 0.0 0.0 0.0
C -0.2 0.1 -0.1
C 0.3 0.0 0.0
C 0.2 -0.2 -0.3
S -1.0 0.3 -0.3
O 0.7 -1.2 1.6
C 0.3 0.2 0.0
C 0.2 0.0 -0.1
C -0.3 0.1 0.0
H 0.1 0.1 -0.1
H 0.1 -0.1 0.0
H 0.1 0.0 0.2
H -0.1 0.0 -0.1
H 0.0 -0.1 0.0
H 0.0 -0.2 0.1
H 0.1 -0.2 0.1
H 0.1 0.0 0.2
H 0.1 0.0 0.1
H -0.1 0.0 0.0
H 0.0 0.0 0.1
H 0.2 0.1 -0.1
H 0.1 0.0 -0.2
H 0.1 -0.1 0.0

The energy above the lowest of the compared OMol25 structures with the same formula, charge and spin comes out at 108.75 kJ/mol. The net charge is +2. The HOMO-LUMO gap comes out at 6.64 eV. As for the LUMO energy: -6.1 eV.